# 1
# C7H16OPS2

A cluster of 2 separate species, C7H16OPS2 in total at a distorted geometry (wB97M-V/def2-TZVPD, OMol25).

Computed properties:
- Gap between HOMO and LUMO (alpha / beta): 5.99 / 7.14 eV
- HOMO (alpha / beta): -13.21 / -12.70 eV

```
! wB97M-V def2-TZVPD RIJCOSX def2/J DEFGRID3
* xyz 1 1
C -1.716 0.868 -0.905
C -1.706 -0.600 -0.578
C -0.971 1.643 0.240
C -0.306 -1.203 -0.581
C 0.429 1.066 0.433
C 0.564 -0.462 0.412
C 0.367 -0.849 1.843
O 2.335 -0.615 -1.596
P 2.445 -0.849 -0.006
S 2.712 -2.891 0.078
S 4.213 2.251 -0.471
H -1.283 0.968 -1.820
H -2.714 1.318 -0.785
H -2.274 -0.808 0.350
H -2.205 -1.028 -1.379
H -0.987 2.744 0.112
H -1.616 1.457 1.104
H -0.282 -2.303 -0.392
H 0.002 -1.044 -1.627
H 0.998 1.498 -0.469
H 0.914 1.544 1.331
H 0.055 -1.967 1.974
H -0.462 -0.308 2.309
H 1.229 -0.742 2.484
H 2.481 -1.308 -2.304
H 2.807 -3.191 1.343
H 3.763 3.636 -0.376
*
```


# 2
# C7H16P

A structure of composition C7H16P at a distorted geometry (wB97M-V/def2-TZVPD, OMol25).

Computed properties:
- Gap between HOMO and LUMO: 7.86 eV
- HOMO: -13.48 eV

```
! wB97M-V def2-TZVPD RIJCOSX def2/J DEFGRID3
* xyz 1 1
C -1.130 0.082 0.933
C -1.792 1.437 0.802
C -0.775 -0.862 -0.015
C -0.572 -2.311 0.305
C -1.070 -0.686 -1.471
C 2.384 -0.183 1.158
C 1.826 1.308 -1.267
P 1.511 -0.273 -0.465
H -1.057 -0.004 1.975
H -2.260 1.792 -0.256
H -1.091 2.279 1.026
H -2.728 1.392 1.491
H -1.666 -2.558 0.669
H 0.082 -2.505 1.114
H -0.380 -3.009 -0.563
H -0.581 -1.418 -2.145
H -0.954 0.270 -1.819
H -2.069 -1.077 -1.630
H 2.633 -1.226 1.434
H 2.131 0.434 2.089
H 3.418 0.217 0.986
H 2.342 2.100 -0.822
H 0.828 1.692 -1.591
H 2.360 1.115 -2.249
*
```


# 3
# C7H16S2Si

A cluster of 2 separate species, C7H16S2Si in total at a distorted geometry (wB97M-V/def2-TZVPD, OMol25).

Computed properties:
- Gap between HOMO and LUMO (alpha / beta): 5.85 / 5.85 eV
- HOMO (alpha / beta): -7.46 / -7.46 eV

```
! wB97M-V def2-TZVPD RIJCOSX def2/J DEFGRID3
* xyz 0 1
C -3.027 -0.692 0.036
C -1.973 -1.452 -0.262
C -3.104 0.754 -0.201
C 1.665 -0.536 1.393
C 3.258 1.487 -0.263
C 0.714 2.230 1.356
C -0.598 -3.010 -1.925
Si 1.513 0.969 0.189
S -0.945 -2.685 -0.198
S 0.243 0.475 -1.380
H -3.891 -1.237 0.373
H -3.325 1.333 0.748
H -3.927 1.076 -0.974
H -2.211 1.191 -0.675
H 1.504 -0.250 2.479
H 0.911 -1.245 1.101
H 2.566 -1.116 1.272
H 3.553 0.710 -0.955
H 3.094 2.411 -0.772
H 4.005 1.465 0.599
H 1.229 2.410 2.318
H 0.497 3.089 0.905
H -0.195 1.714 1.679
H -1.456 -3.322 -2.418
H 0.157 -3.762 -2.006
H -0.257 -2.007 -2.415
*
```


# 4
# C7H17BINO5P

The ion C7H17BINO5P with charge -1 at a distorted geometry (wB97M-V/def2-TZVPD, OMol25).

Computed properties:
- Gap between HOMO and LUMO: 6.99 eV
- HOMO: -4.60 eV

```
! wB97M-V def2-TZVPD RIJCOSX def2/J DEFGRID3
* xyz -1 1
C 3.825 -0.178 1.805
O 3.777 -0.992 0.581
C 2.698 -0.549 -0.333
C 1.232 -0.371 0.379
O 1.133 1.118 0.540
B 0.347 1.669 -0.608
P -1.132 2.834 -0.261
N -1.250 3.223 1.306
O -2.670 2.055 -0.693
O -0.984 4.320 -1.221
O 0.074 0.481 -1.490
C -0.143 -0.577 -0.491
C -0.611 -2.076 -0.960
C -1.926 -2.577 -0.091
C -3.278 -1.655 -0.359
I -1.576 -2.573 2.079
H 2.951 -0.418 2.578
H 4.824 -0.488 2.380
H 3.886 0.979 1.624
H 3.068 0.414 -0.927
H 2.604 -1.398 -1.158
H 1.178 -1.032 1.351
H 1.079 2.311 -1.305
H -0.466 2.750 1.805
H -2.924 1.533 0.138
H -0.969 4.078 -2.194
H -0.957 -0.112 0.236
H 0.234 -2.886 -0.960
H -0.976 -1.973 -2.092
H -2.118 -3.698 -0.397
H -4.164 -2.276 -0.853
H -3.050 -0.726 -1.065
H -3.716 -1.212 0.657
*
```


# 5
# C7H17BaF3N4O15S

A structure of composition C7H17BaF3N4O15S at a distorted geometry (wB97M-V/def2-TZVPD, OMol25).

Computed properties:
- Gap between HOMO and LUMO: 4.86 eV
- HOMO: -1.84 eV

```
! wB97M-V def2-TZVPD RIJCOSX def2/J DEFGRID3
* xyz -2 1
Ba -0.446 0.542 -0.886
N -1.904 -2.900 -1.757
O -1.458 -1.812 -2.090
O -1.148 -3.681 -1.185
O -3.094 -3.092 -1.787
N -1.707 2.472 2.410
O -0.912 2.855 3.206
O -1.426 2.363 1.219
O -2.896 2.299 2.799
N -4.096 1.409 -1.176
O -5.037 2.133 -1.547
O -4.124 0.931 -0.024
O -3.083 1.133 -1.938
C -1.516 -2.247 3.515
F -1.092 -3.385 3.127
F -2.180 -2.547 4.656
F -0.443 -1.514 3.778
S -2.741 -1.386 2.296
O -3.564 -0.401 3.011
O -1.855 -0.812 1.274
O -3.583 -2.371 1.662
C 2.355 -1.787 2.625
C 1.723 -0.745 1.715
C 2.639 0.434 1.124
O 2.040 1.298 0.154
C 3.023 1.991 -0.553
N 1.292 -1.360 0.507
H 2.926 -1.164 3.314
H 3.016 -2.518 2.160
H 1.576 -2.274 3.213
H 0.916 -0.217 2.224
H 3.414 -0.213 0.712
H 3.036 1.049 1.932
H 2.443 2.732 -1.102
H 3.591 1.361 -1.238
H 3.755 2.586 -0.006
H 0.989 -2.278 0.798
H 2.136 -1.568 -0.007
C 1.147 0.777 -4.020
C 0.695 2.252 -3.785
O -0.642 2.084 -3.247
O 1.469 0.036 -2.904
H 2.090 0.769 -4.567
H 0.340 0.312 -4.586
H 0.569 2.811 -4.712
H 1.382 2.717 -3.078
H -1.090 1.809 -4.050
H 1.475 -0.882 -3.184
*
```


# 6
# C7H17F2N3

An isolated molecule of C7H17F2N3 at a distorted geometry (wB97M-V/def2-TZVPD, OMol25).

Computed properties:
- Structure (SMILES): NCCCNC(F)(F)CCCN
- Gap between HOMO and LUMO: 9.90 eV
- HOMO: -9.00 eV

```
! wB97M-V def2-TZVPD RIJCOSX def2/J DEFGRID3
* xyz 0 1
N -2.514 -0.653 -1.386
C -2.382 0.780 -1.186
C -2.378 1.158 0.334
C -1.442 0.353 1.227
N -0.104 0.568 0.798
C 0.942 0.089 1.629
F 0.830 0.544 2.953
F 0.684 -1.288 1.737
C 2.328 0.349 1.075
C 2.709 -0.530 -0.118
C 1.707 -0.558 -1.277
N 0.650 -1.607 -1.177
H -1.614 -1.079 -1.557
H -3.114 -0.888 -2.207
H -1.487 1.299 -1.629
H -3.232 1.338 -1.642
H -3.396 1.103 0.738
H -2.154 2.276 0.413
H -1.576 0.554 2.270
H -1.725 -0.710 1.120
H 0.146 1.506 0.445
H 2.974 0.095 1.945
H 2.514 1.370 0.847
H 2.917 -1.565 0.211
H 3.642 -0.114 -0.471
H 1.220 0.435 -1.389
H 2.302 -0.702 -2.193
H 1.144 -2.481 -1.358
H 0.406 -1.642 -0.149
*
```


# 7
# C7H17N

An isolated molecule of C7H17N at a distorted geometry (wB97M-V/def2-TZVPD, OMol25).

Computed properties:
- Structure (SMILES): CCCCCN(C)C
- Gap between HOMO and LUMO: 9.45 eV
- HOMO: -8.34 eV

```
! wB97M-V def2-TZVPD RIJCOSX def2/J DEFGRID3
* xyz 0 1
C 1.474 3.484 0.006
C 0.273 2.655 -0.431
C 0.732 1.291 -1.008
C 0.572 0.061 -0.128
C -0.719 -0.736 -0.124
N -0.612 -1.969 0.692
C -1.875 -2.402 1.310
C 0.018 -3.033 -0.058
H 2.185 2.931 0.612
H 2.020 3.812 -0.877
H 1.259 4.411 0.580
H -0.396 2.514 0.417
H -0.494 3.159 -1.023
H 0.169 1.188 -1.962
H 1.793 1.395 -0.995
H 1.417 -0.541 -0.525
H 0.949 0.419 0.844
H -1.231 -1.010 -1.050
H -1.399 0.013 0.332
H -1.965 -3.479 1.340
H -2.764 -2.324 0.657
H -1.927 -1.875 2.289
H -0.551 -3.984 -0.087
H 1.025 -3.264 0.300
H 0.046 -2.716 -1.109
*
```


# 8
# C7H17N2

A cluster of 2 separate species, C7H17N2 in total at a distorted geometry (wB97M-V/def2-TZVPD, OMol25).

Computed properties:
- Gap between HOMO and LUMO: 10.17 eV
- HOMO: -14.23 eV

```
! wB97M-V def2-TZVPD RIJCOSX def2/J DEFGRID3
* xyz 1 1
C 2.593 1.046 -0.461
C -1.453 1.720 0.413
C -2.053 -0.620 0.167
C -0.656 0.670 -1.695
C 0.722 -0.408 1.976
C -0.888 0.386 -0.178
C 0.487 0.127 0.510
N 1.488 0.698 0.024
N 1.087 -2.339 -0.515
H 2.698 2.173 -0.444
H 3.158 0.213 -0.947
H -2.444 1.683 0.092
H -0.868 2.504 0.018
H -1.281 1.818 1.400
H -1.648 -1.529 0.349
H -2.455 -0.354 1.061
H -2.879 -0.516 -0.596
H -1.637 0.963 -2.067
H 0.163 1.372 -1.874
H -0.235 -0.271 -2.161
H 1.457 0.023 2.595
H -0.163 -0.223 2.518
H 0.896 -1.404 1.726
H 0.688 -3.224 -0.262
H 2.037 -2.294 -0.126
H 1.186 -2.215 -1.521
*
```


Ordered relative energy (zero: lowest compared OMol25 entry of this formula, charge and spin) results: 2.454, 2.018, 3.701, 2.167, 2.919, 0.489, 2.206, 2.470; unit eV.